47
Properties=species:S:1:pos:R:3 method="wB97M-V/def2-TZVPD" fmax_ha_per_bohr=0.06975 charge=0 orbital_gap_ha=0.3150 smiles="O=C(Nc1ccc(F)cc1)c1ccc(SCc2cc(OC(F)(F)F)ccc2B(O)O)nc1" e_lumo_ev=0.0975
O -3.16134 -2.34477 2.35873
C -2.22901 -1.92571 1.72848
N -1.65899 -2.71057 0.70558
C -2.21827 -3.81954 0.03855
C -1.58541 -4.41391 -1.05604
C -2.14938 -5.51208 -1.67908
C -3.39154 -5.97102 -1.29234
F -4.02845 -6.94644 -1.94799
C -4.01910 -5.38806 -0.21490
C -3.40465 -4.37540 0.46004
C -1.49738 -0.63313 2.03768
C -0.50940 -0.55828 2.98205
C 0.16014 0.64809 3.05243
C -0.15332 1.68062 2.17210
S 0.82637 3.13322 2.34629
C 0.72540 3.74072 0.69501
C 1.64084 3.06039 -0.26935
C 1.28948 1.79210 -0.69310
C 2.05864 1.11766 -1.60725
O 1.93540 -0.23322 -1.88178
C 0.71436 -0.84288 -1.43787
F -0.24447 -0.10302 -1.98393
F 0.64915 -2.10925 -1.88455
F 0.64773 -0.82499 -0.10558
C 3.11409 1.79761 -2.21340
C 3.44153 3.07513 -1.85913
C 2.71725 3.74176 -0.86544
B 3.28253 5.17178 -0.44172
O 2.49281 6.04225 0.34349
O 4.45800 5.69474 -0.96502
N -1.16883 1.63221 1.32897
C -1.81128 0.49710 1.28583
H -0.85401 -2.29069 0.24756
H -0.69269 -3.95500 -1.44951
H -1.73175 -5.92799 -2.57253
H -4.96942 -5.80857 0.05398
H -3.88758 -3.94002 1.31239
H -0.25522 -1.37852 3.60999
H 1.00934 0.73414 3.74406
H 0.99947 4.78527 0.74265
H -0.31656 3.69416 0.34075
H 0.51578 1.22440 -0.20481
H 3.72108 1.28124 -2.94843
H 4.28542 3.61017 -2.29488
H 2.87581 6.90507 0.52627
H 4.96384 6.51908 -0.76867
H -2.58639 0.43413 0.52439

---

43
Properties=species:S:1:pos:R:3 method="wB97M-V/def2-TZVPD" fmax_ha_per_bohr=0.00783 charge=+1 orbital_gap_ha="0.2629 / 0.2502" e_lumo_ev="-3.8079 / -5.9365" spin_multiplicity=5
Ir -0.07283 -0.74076 0.24602
Br 1.92499 -0.89802 -2.32173
C 2.85641 -0.66838 -0.70460
C 4.20557 -0.40521 -0.62160
C 4.74499 -0.23484 0.65017
C 3.93689 -0.31773 1.77658
C 2.59850 -0.57680 1.59482
N 2.08838 -0.75768 0.37464
C 1.56995 -0.64546 2.69169
O 1.87261 -0.47860 3.83523
O 0.33969 -0.83957 2.23034
H 4.80827 -0.33156 -1.51457
H 5.80220 -0.02710 0.75503
H 4.31434 -0.19024 2.78163
O -3.86699 0.35037 -0.18588
C -2.69227 0.49451 -0.24744
O -1.84900 -0.54336 -0.49770
C -2.04519 1.86784 -0.11627
P -0.23784 1.76214 -0.00748
C 0.35320 2.45330 1.54152
C 1.63978 2.96602 1.72307
C 2.07305 3.32064 2.99306
C 1.24309 3.14621 4.08899
C -0.02243 2.60003 3.92227
C -0.46416 2.24652 2.65930
C 0.41818 2.43352 -1.54084
C -0.12896 1.85403 -2.69203
C 0.32132 2.22695 -3.94621
C 1.33230 3.17255 -4.06612
C 1.87912 3.74880 -2.93060
C 1.42971 3.38190 -1.66862
H -2.46983 2.36463 0.75276
H -2.32146 2.44707 -0.99679
H 2.31927 3.07587 0.89423
H 3.06766 3.72761 3.12420
H 1.58757 3.41795 5.07820
H -0.66054 2.43106 4.77962
H -1.44028 1.78864 2.55655
H -0.90370 1.09822 -2.61225
H -0.11698 1.78128 -4.82980
H 1.68757 3.46545 -5.04553
H 2.65232 4.50017 -3.02267
H 1.84553 3.87652 -0.80749

---

49
Properties=species:S:1:pos:R:3 method="wB97M-V/def2-TZVPD" fmax_ha_per_bohr=0.00596 charge=0 orbital_gap_ha="0.2799 / 0.2799" e_lumo_ev="-0.4913 / -0.4929"
Pd -1.02753 0.57119 1.09843
N -1.83895 -0.31436 5.07396
C -1.10376 0.34832 4.18205
N -1.52769 0.03139 2.98093
C -2.55211 -0.85206 3.19378
N -2.76079 -1.08895 4.46619
C -3.32677 -1.43684 2.08802
C -4.32086 -2.38242 2.29521
N -5.02208 -2.87475 1.27985
C -4.72633 -2.41095 0.07049
C -3.72422 -1.46890 -0.13945
N -3.02384 -0.98839 0.87429
H -1.78573 -0.28668 6.07783
H -0.31337 1.03986 4.41652
H -4.54864 -2.74120 3.29087
H -5.29903 -2.79865 -0.76256
H -3.49133 -1.09142 -1.12759
Se -1.86026 2.82372 1.53361
C -3.39935 2.48857 0.57387
N -4.36030 2.26933 -0.02722
N 6.27011 2.01842 0.12332
C 5.68561 0.79207 0.09701
O 6.28553 -0.21223 -0.22521
C 4.24088 0.73577 0.51910
C 3.73173 -0.49114 0.91854
C 2.40267 -0.56726 1.29845
N 1.58592 0.48493 1.30093
C 2.07059 1.65543 0.89550
C 3.38768 1.83084 0.49963
H 7.25391 2.06279 -0.08065
H 5.83873 2.80258 0.57581
H 4.36995 -1.36333 0.91176
H 1.96458 -1.51356 1.59219
H 1.36572 2.47918 0.85948
H 3.70712 2.80242 0.14676
Br -2.69921 1.11315 -3.16156
C -1.04288 0.38119 -3.71873
C -0.77857 0.32983 -5.07980
C 0.39709 -0.24684 -5.53224
C 1.29868 -0.79531 -4.63060
C 1.02008 -0.75451 -3.27618
C -0.14063 -0.14998 -2.80230
C -0.35093 -0.12072 -1.31864
O -0.18307 -1.13630 -0.63812
O -0.68173 1.01380 -0.80425
H -1.49762 0.73617 -5.77732
H 0.60053 -0.27618 -6.59473
H 2.21145 -1.25701 -4.98252
H 1.69902 -1.19104 -2.55473

---

42
Properties=species:S:1:pos:R:3 method="wB97M-V/def2-TZVPD" fmax_ha_per_bohr=0.02053 charge=0 orbital_gap_ha=0.3360 e_lumo_ev=0.4403
Cu 0.88249 -1.87171 1.12290
Cl 3.19499 -0.29321 -0.73850
C 2.53559 1.22469 -0.27700
C 3.32179 2.34429 -0.08460
C 2.70969 3.53149 0.28740
C 1.33379 3.59509 0.44640
C 0.55419 2.46769 0.25500
C 1.15139 1.26639 -0.10990
P 0.30469 -0.33731 -0.28020
C 0.23989 -0.62481 -2.07040
C 0.17829 0.39809 -3.01190
C 0.09379 0.08159 -4.35600
C 0.07119 -1.24191 -4.76610
C 0.14479 -2.26181 -3.82940
C 0.22969 -1.95321 -2.48430
C -1.39061 0.10639 0.19400
C -2.49681 0.06979 -0.64230
C -3.75201 0.34459 -0.12290
C -3.90751 0.64869 1.21760
C -2.80271 0.68849 2.05510
C -1.55211 0.40019 1.54920
H 4.39119 2.28639 -0.21930
H 3.31459 4.40919 0.45920
H 0.86829 4.52699 0.72820
H -0.51731 2.51479 0.38520
H 0.20339 1.43159 -2.69630
H 0.05129 0.87269 -5.08990
H 0.00659 -1.47771 -5.81720
H 0.13959 -3.29271 -4.14980
H 0.29659 -2.73371 -1.73490
H -2.38091 -0.17711 -1.68840
H -4.61621 0.31449 -0.76860
H -4.89071 0.84649 1.61620
H -2.92011 0.92909 3.10040
H -0.68251 0.39719 2.19680
Cl -0.18071 -1.62461 5.42310
C 0.87269 -2.90961 4.78310
Cl 0.23549 -4.50171 5.15060
C 0.95169 -2.63771 3.28990
O 0.14339 -3.15381 2.49770
O 1.82239 -1.82191 2.92340
H 1.84689 -2.78161 5.25630

---

47
Properties=species:S:1:pos:R:3 method="wB97M-V/def2-TZVPD" fmax_ha_per_bohr=0.01719 charge=-1 orbital_gap_ha=0.2979 e_lumo_ev=2.4525
Ir 1.96064 0.77049 -0.13230
S 1.78741 1.00268 2.14765
C 1.74361 2.68233 1.70853
C 1.67315 3.83314 2.48916
C 1.71190 5.04917 1.83835
C 1.82416 5.10106 0.44710
C 1.87563 3.92132 -0.26371
N 1.81502 2.74783 0.37063
H 1.60355 3.75660 3.56476
H 1.66155 5.96593 2.41253
H 1.86914 6.04147 -0.08195
H 1.95413 3.89361 -1.34177
O -0.06836 -0.07282 -0.41029
C -0.21128 -1.48549 -0.18428
C 1.22034 -2.09678 -0.27770
O 1.32619 -3.30607 -0.31442
O 2.19768 -1.25944 -0.22452
C -1.11119 -2.07816 -1.25391
C -1.43765 -1.34802 -2.38896
C -2.24563 -1.91030 -3.37231
C -2.72538 -3.20034 -3.22842
C -2.39038 -3.93576 -2.09541
C -1.58846 -3.38045 -1.11432
C -0.75456 -1.68366 1.22758
C 0.09107 -1.94529 2.29990
C -0.41377 -2.01029 3.58986
C -1.76678 -1.81042 3.82347
C -2.61697 -1.54967 2.75848
C -2.11246 -1.49143 1.46751
H -0.85688 0.41491 -0.14232
H -1.05308 -0.34582 -2.52700
H -2.48619 -1.32924 -4.25351
H -3.35201 -3.63854 -3.99553
H -2.75228 -4.94996 -1.97941
H -1.31306 -3.95760 -0.24184
H 1.14856 -2.10370 2.12809
H 0.25619 -2.21354 4.41556
H -2.15813 -1.86071 4.83190
H -3.67535 -1.39795 2.93020
H -2.78142 -1.30747 0.63422
N 4.99808 1.29304 -0.05797
C 3.86195 1.08136 -0.08883
O 0.03253 1.25031 -4.06591
Cl 0.63716 2.03624 -3.03272
O 1.67700 1.20936 -2.39672
O 1.27598 3.20222 -3.57254
O -0.33137 2.41586 -2.04691

---

43
Properties=species:S:1:pos:R:3 method="wB97M-V/def2-TZVPD" fmax_ha_per_bohr=0.09780 charge=0 orbital_gap_ha=0.3009 smiles="O=S(=O)(NCc1cccc2ccccc12)c1cc(Cl)c(Sc2ccncc2)s1" e_lumo_ev=-0.4021
O -2.67373 -2.22668 0.18670
S -2.49834 -0.77673 0.11277
O -3.84103 -0.20759 -0.10398
N -1.93605 -0.25947 1.60317
C -2.12200 1.16568 2.04689
C -1.32147 1.33536 3.29092
C -1.97896 1.54283 4.46418
C -1.32876 1.25732 5.66984
C 0.07930 1.02987 5.73818
C 0.74798 1.01612 4.44314
C 2.13246 1.16189 4.40639
C 2.87504 1.20088 3.29699
C 2.21622 1.24881 1.97523
C 0.87585 1.17146 2.02953
C 0.14330 1.13029 3.22753
C -1.23710 -0.29021 -1.04591
C 0.07861 -0.69024 -0.86740
C 0.90681 -0.35788 -2.07654
Cl 2.55046 -0.98726 -2.24833
C 0.23528 0.31442 -3.00336
S 1.06107 0.78775 -4.50421
C 0.93276 -0.86061 -5.22280
C -0.32178 -1.40825 -5.49815
C -0.48350 -2.46099 -6.34250
N 0.58644 -3.10436 -6.84986
C 1.81575 -2.62747 -6.54508
C 2.07966 -1.39424 -5.72966
S -1.42389 0.69702 -2.49521
H -2.29684 -0.92022 2.31656
H -1.80341 1.90482 1.27651
H -3.14933 1.39957 2.10643
H -3.00668 1.89627 4.44016
H -1.94227 1.19503 6.57610
H 0.57619 1.00067 6.66824
H 2.67529 1.11270 5.30606
H 3.96401 1.19024 3.38789
H 2.65872 1.42099 0.97205
H 0.34528 1.30997 1.16209
H 0.47189 -1.26376 0.05210
H -1.08478 -0.90563 -4.95722
H -1.43777 -2.81401 -6.65805
H 2.74078 -2.98747 -6.96920
H 3.13855 -0.94690 -5.63820

---

What did the sixth record say?
43
Properties=species:S:1:pos:R:3 method="wB97M-V/def2-TZVPD" fmax_ha_per_bohr=0.09780 charge=0 orbital_gap_ha=0.3009 smiles="O=S(=O)(NCc1cccc2ccccc12)c1cc(Cl)c(Sc2ccncc2)s1" e_lumo_ev=-0.4021
O -2.67373 -2.22668 0.18670
S -2.49834 -0.77673 0.11277
O -3.84103 -0.20759 -0.10398
N -1.93605 -0.25947 1.60317
C -2.12200 1.16568 2.04689
C -1.32147 1.33536 3.29092
C -1.97896 1.54283 4.46418
C -1.32876 1.25732 5.66984
C 0.07930 1.02987 5.73818
C 0.74798 1.01612 4.44314
C 2.13246 1.16189 4.40639
C 2.87504 1.20088 3.29699
C 2.21622 1.24881 1.97523
C 0.87585 1.17146 2.02953
C 0.14330 1.13029 3.22753
C -1.23710 -0.29021 -1.04591
C 0.07861 -0.69024 -0.86740
C 0.90681 -0.35788 -2.07654
Cl 2.55046 -0.98726 -2.24833
C 0.23528 0.31442 -3.00336
S 1.06107 0.78775 -4.50421
C 0.93276 -0.86061 -5.22280
C -0.32178 -1.40825 -5.49815
C -0.48350 -2.46099 -6.34250
N 0.58644 -3.10436 -6.84986
C 1.81575 -2.62747 -6.54508
C 2.07966 -1.39424 -5.72966
S -1.42389 0.69702 -2.49521
H -2.29684 -0.92022 2.31656
H -1.80341 1.90482 1.27651
H -3.14933 1.39957 2.10643
H -3.00668 1.89627 4.44016
H -1.94227 1.19503 6.57610
H 0.57619 1.00067 6.66824
H 2.67529 1.11270 5.30606
H 3.96401 1.19024 3.38789
H 2.65872 1.42099 0.97205
H 0.34528 1.30997 1.16209
H 0.47189 -1.26376 0.05210
H -1.08478 -0.90563 -4.95722
H -1.43777 -2.81401 -6.65805
H 2.74078 -2.98747 -6.96920
H 3.13855 -0.94690 -5.63820